Record 1
Below is C16H23CoN2OS5 as an isolated structure, with properties calculated with the ωB97M-V functional and the def2-TZVPD basis.

Structure (XYZ):
```
48
Properties=species:S:1:pos:R:3:forces:R:3:mulliken_spin:R:1
C -0.2336 1.0517 -3.4183 -0.04 -0.06 -0.09 0.00
H 0.9737 -2.2309 5.8575 0.00 0.00 0.00 0.00
H 2.1547 0.1767 -4.3696 0.01 0.03 0.00 0.00
H -0.1867 0.6695 -4.4412 -0.01 0.03 0.00 0.00
H 0.7952 -3.2627 -5.1777 0.01 0.00 0.00 0.00
C 0.2287 -1.6776 5.3019 0.01 0.00 -0.01 0.00
H 3.0206 -0.3284 -2.9061 0.00 -0.02 0.02 0.00
H -1.1743 -1.6831 6.9295 0.00 0.00 0.00 0.00
H 4.7123 3.2075 0.0820 0.00 0.00 0.01 0.00
H 1.7182 3.9216 -3.8696 -0.01 0.01 0.00 0.00
C 2.1418 -0.5100 -3.5250 -0.01 0.06 0.02 0.00
C -0.9903 -1.3688 5.9115 -0.01 0.00 0.00 0.00
H -0.5909 3.0895 -3.8030 0.01 0.00 -0.02 0.00
C -1.6992 -0.2778 3.9242 0.02 -0.01 0.00 0.00
C 0.8364 -2.2198 -4.8687 -0.01 -0.01 -0.01 0.00
H 1.4341 -1.5421 3.5212 -0.01 0.01 0.00 0.00
H 2.3581 2.3745 -3.3353 0.00 -0.02 0.00 0.00
H 4.1281 0.8541 -0.5721 0.01 -0.01 -0.01 0.00
C -1.9679 -0.6687 5.2301 0.00 -0.01 0.01 0.00
C 0.4973 -1.2956 4.0016 -0.01 -0.01 0.02 0.00
N -0.4118 -0.1167 2.0050 -0.05 0.02 0.04 -0.01
H 0.1564 2.7984 -2.2513 -0.01 0.01 0.00 0.00
H -2.9122 -0.4325 5.7014 0.00 0.00 -0.01 0.00
S -1.3806 1.1818 0.0448 -0.03 0.05 0.06 -0.05
S -2.7276 0.6131 2.8290 -0.03 -0.02 -0.04 0.00
C 2.0434 -1.9630 -3.9755 0.01 0.01 -0.01 0.00
C 3.4184 3.0553 1.8232 -0.01 0.01 0.00 0.00
H 4.3056 3.0738 2.4535 -0.01 0.00 0.01 0.00
S 2.6182 -0.9940 0.9176 0.05 -0.02 0.06 -0.03
H 2.8641 3.9814 1.9459 0.00 0.00 0.00 0.00
S 0.7533 -0.1002 -2.4316 -0.04 -0.01 0.02 0.01
H 1.6247 2.5294 -4.9386 -0.01 0.00 0.00 0.00
H -1.2525 0.9147 -3.0537 0.00 0.00 0.01 0.00
C 3.0449 0.6290 1.0993 0.10 0.07 -0.14 0.00
C 0.1882 2.5103 -3.3032 -0.01 -0.01 0.03 0.00
H 2.0180 -2.6126 -3.0976 -0.01 0.01 0.00 0.00
O 1.3595 0.7700 -1.3091 0.28 -0.05 0.04 -0.04
C 3.7585 2.7691 0.3677 -0.01 0.01 -0.03 0.00
H 2.9761 3.1371 -0.3023 0.00 0.00 0.00 0.00
H -0.1029 -2.0024 -4.3530 0.00 -0.01 0.01 0.00
H 2.9634 -2.2017 -4.5125 -0.01 0.00 0.00 0.00
Co 0.6664 0.2463 0.4399 -0.35 0.02 -0.16 1.10
C 1.5491 2.8459 -3.8960 0.03 -0.02 -0.01 0.00
H 0.8771 -1.6066 -5.7713 0.00 0.01 0.00 0.00
S 2.3835 1.6508 2.3451 -0.05 -0.01 -0.03 0.02
N 3.8162 1.3129 0.2706 0.09 -0.03 0.09 0.00
C -0.4807 -0.5868 3.3095 -0.01 -0.01 0.01 0.00
C -1.4981 0.5182 1.6325 0.11 -0.02 0.11 0.00
```
Positions in Å, forces in eV/Å.

The molar mass is 478.641 g mol⁻¹. The value obtained for the orbital gap (spin up / spin down) is 7.71 / 7.86 eV. The value obtained for the LUMO energy (spin up / spin down) is -3.02 / -2.87 eV. Its HOMO energy (spin up / spin down) is -10.734 / -10.729 eV. As for the total energy: -113791.8811 eV. As for the spin multiplicity: 2. The total charge is +1.

Record 2
Below is one molecule with the formula C16H23FN2OS2 in a non-equilibrium geometry, with properties calculated with the ωB97M-V functional and the def2-TZVPD basis.

Structure (XYZ):
```
45
Properties=species:S:1:pos:R:3:forces:R:3:mulliken_charge:R:1
H -2.0001 0.9571 2.5410 0.03 0.10 -0.84 0.42
C 0.6819 3.2948 -2.7570 -0.16 -0.64 -0.03 -0.05
H -2.7685 -2.2289 0.1478 -0.29 0.65 -0.48 0.54
C -0.6028 0.6874 -2.6774 -0.31 -0.85 -0.63 -0.66
C 0.0423 1.5035 0.9777 -0.01 -0.21 0.70 -0.48
S 1.4729 3.4968 -4.1354 0.15 -0.11 0.12 -0.15
O -2.4860 -0.2720 0.8341 -0.68 1.09 -0.79 -0.48
S -0.9411 2.4836 -2.6541 0.00 0.43 0.34 -0.18
H -2.4493 -0.4758 -2.6615 0.09 0.34 0.10 0.43
C 0.3188 0.2031 1.2327 0.12 -0.17 -0.67 0.05
C 0.5755 4.7226 -0.7283 0.32 -0.26 0.64 0.00
H 1.2413 -0.1731 0.7718 -1.06 -0.56 -0.98 0.19
N 2.4348 3.9232 0.3031 -0.38 0.37 0.31 -0.57
H 2.3681 -4.3727 2.0453 0.15 0.11 -0.20 0.29
F 1.5248 -5.1569 0.3991 0.32 0.04 0.01 -0.31
C -1.0854 -2.0425 1.3762 1.15 -0.24 0.31 -0.17
H 1.4979 -2.5249 -0.2200 0.06 0.39 0.36 0.12
C -1.7403 -0.0727 -1.9255 0.12 0.23 -0.41 -1.02
H 0.3802 0.4125 -2.2799 -0.15 0.42 0.07 0.35
C 2.2340 -4.0956 0.9927 -0.61 0.31 -0.14 -0.51
H -0.6486 0.3742 -3.7281 0.39 0.15 0.21 0.56
C -1.9667 -0.0601 2.1511 -0.02 -2.06 0.22 -0.84
C -1.2207 -1.2577 -1.0918 -0.20 0.08 0.32 -0.20
H -2.2839 0.6715 -1.3315 0.11 -0.47 0.27 0.45
C 2.2780 3.3225 -0.8345 0.68 -0.46 -0.43 -0.04
C -0.5807 -0.7536 2.0538 0.59 2.25 1.40 0.11
H -0.1144 -0.8143 3.0525 -0.43 -0.83 -0.09 0.39
H -0.2038 2.1700 1.8129 -1.50 -0.28 -0.58 0.30
H -0.4941 -3.7055 0.1523 0.26 -0.14 0.28 0.16
H -1.3110 -2.2116 -1.6317 0.01 0.32 -0.10 0.49
H -0.0030 1.9045 -0.0389 1.58 0.40 0.41 -0.30
C -1.9853 -1.4578 0.2340 0.92 -1.12 1.74 -0.20
H 3.1797 -4.0287 0.4450 -0.02 0.04 0.38 0.34
N 1.1798 3.7518 -1.5069 -0.88 0.43 -0.77 0.23
H 1.1553 5.4606 1.2072 0.45 -0.18 0.00 0.39
H -2.6268 -0.6731 2.7923 0.37 0.34 0.34 0.36
C -0.1067 -3.2100 1.0513 -0.01 1.00 -0.04 -1.10
H 1.7181 -2.0245 1.5011 0.01 -0.23 -0.07 0.25
C 1.3761 -2.8178 0.8333 -0.12 -1.33 -0.73 -0.16
C 1.3706 4.8000 0.3754 -0.36 0.34 0.16 -0.62
H 2.9168 2.5535 -1.2576 -0.11 0.17 0.12 0.38
H -0.1472 -1.1388 -0.8954 -0.32 0.13 0.10 -0.20
H -1.7259 -2.4673 2.1638 -0.23 0.17 -0.45 0.43
H -0.3190 5.2813 -0.9639 0.12 -0.33 -0.28 0.39
H -0.1357 -3.9383 1.8718 -0.15 0.16 -0.17 0.57
```
Positions in Å, forces in eV/Å.

As for the energy above the lowest of the compared OMol25 structures with the same formula, charge and spin: 0.0 kcal/mol. The molar mass is 342.505 g mol⁻¹. As for the SMILES: C=C[C@H]1CO[C@@H](CCCSC(=S)n2ccnc2)[C@H]1CCCF. The value obtained for the orbital gap is 7.06 eV. The value obtained for the LUMO energy is -1.13 eV. Its HOMO energy is -8.194 eV. As for the total energy: -46376.2103 eV.

Record 3
Below is one molecule with the formula C16H23N3O2S in a non-equilibrium geometry, with properties calculated with the ωB97M-V functional and the def2-TZVPD basis.

Structure (XYZ):
```
45
Properties=species:S:1:pos:R:3:forces:R:3:mulliken_charge:R:1
H -2.9167 -0.5877 -0.9156 -0.05 0.06 -0.10 0.02
C 1.6296 -0.7752 -1.7087 0.23 0.02 0.19 -0.08
H 1.2249 2.7190 1.2553 0.02 -0.01 0.10 0.51
H -1.9200 -0.9203 1.7991 -0.05 0.04 0.10 0.35
N 5.2663 0.6068 0.5136 -0.86 -0.57 -0.23 0.12
C 3.4115 1.3400 -0.1835 0.26 0.43 0.06 0.45
H -1.3339 2.5399 1.5437 0.00 -0.03 -0.03 0.43
H -4.3723 -0.4091 1.7505 -0.07 0.04 0.07 0.48
H 6.2166 0.6425 0.8409 -0.12 -0.09 -0.03 0.19
C 1.1003 2.0877 0.3759 -0.18 0.08 -0.39 -0.43
N 3.3064 -0.0326 -0.1200 0.79 0.23 0.28 0.35
C -0.0293 -2.3744 -1.0341 -0.05 -0.01 -0.05 -0.26
H 0.1345 -3.1048 0.9726 -0.04 -0.06 0.07 0.44
H -4.5485 -2.6382 0.6603 -0.07 -0.09 0.08 0.40
C 0.5155 -1.5428 -1.9982 -0.10 -0.01 -0.06 -0.90
H -2.7883 -2.6153 0.5424 0.11 -0.12 0.08 0.23
C -0.2197 2.4444 -0.3288 -0.08 -0.02 0.73 -0.08
C -2.2960 0.0828 1.5852 -0.31 -0.13 0.17 -0.79
C 2.1859 -0.8310 -0.4375 -0.42 -0.41 -0.20 -0.30
C -3.7052 0.0021 0.9910 0.42 0.06 -0.24 -0.74
S 4.9603 -2.0627 0.6248 0.26 -0.73 0.13 -0.42
O -0.3335 1.8002 -1.5714 -0.12 -0.24 -0.37 -0.66
H -4.0510 1.0113 0.7585 -0.06 0.02 0.09 0.30
N 4.5827 1.7325 0.1981 -0.14 0.82 -0.14 -0.77
H 1.0145 1.0517 0.7076 -0.01 0.09 0.08 0.06
O -1.3377 0.6410 0.7135 0.14 0.13 -0.20 0.02
H 2.1090 -1.7252 1.5048 0.05 0.01 0.05 0.53
C 1.6525 -1.6749 0.5284 0.03 0.14 -0.04 0.15
C 2.2998 2.2406 -0.5693 -0.19 0.01 0.06 -0.85
H 0.0794 -1.4960 -2.9849 -0.04 0.00 -0.09 0.38
C 4.5145 -0.5112 0.3470 0.41 0.13 0.07 0.06
C -1.4020 2.0441 0.5648 0.07 0.28 -0.21 -0.91
H -3.7648 -2.9243 -0.8925 0.02 -0.14 -0.04 0.35
C -3.7094 -2.3509 0.0300 -0.01 0.22 -0.13 -1.25
H 2.6766 3.2627 -0.5594 0.06 -0.04 -0.06 0.45
C -3.7569 -0.8583 -0.2727 -0.10 -0.01 0.19 -0.01
H 1.9632 2.0063 -1.5819 0.08 0.05 0.05 0.42
H -0.4798 0.8619 -1.3854 0.01 -0.02 -0.04 0.29
H -0.8948 -2.9749 -1.2684 -0.10 -0.06 -0.02 0.49
C 0.5457 -2.4451 0.2234 0.01 0.00 0.05 -0.95
H -0.2604 3.5173 -0.5427 -0.05 -0.06 0.09 0.52
H 2.0705 -0.1453 -2.4660 0.05 0.07 -0.05 0.47
H -2.3393 2.3468 0.0802 0.07 -0.01 0.04 0.32
H -2.3220 0.6549 2.5244 0.06 -0.08 -0.05 0.28
H -4.6786 -0.6365 -0.8149 0.05 0.03 -0.07 0.34
```
Positions in Å, forces in eV/Å.

As for the energy above the lowest of the compared OMol25 structures with the same formula, charge and spin: 34.4 kcal/mol. The molar mass is 321.446 g mol⁻¹. As for the SMILES: CCCCOC[C@H](O)CCc1n[nH]c(=S)n1-c1ccccc1. The value obtained for the orbital gap is 8.58 eV. The value obtained for the LUMO energy is 0.76 eV. Its HOMO energy is -7.820 eV. As for the total energy: -36365.9578 eV.

Record 4
Below is one molecule with the formula C16H23N5O3S2 in a non-equilibrium geometry, with properties calculated with the ωB97M-V functional and the def2-TZVPD basis.

Structure (XYZ):
```
49
Properties=species:S:1:pos:R:3:forces:R:3:mulliken_charge:R:1
C -0.0386 -0.2309 -2.6553 1.17 0.11 -0.09 0.46
O 4.2694 -0.7514 -2.5704 -0.15 0.24 -0.02 -0.34
S -2.4307 -1.2059 -0.4262 -0.12 -0.28 0.00 -0.25
H 6.1184 -0.1943 -3.1172 -0.06 -0.12 0.04 0.30
C 0.9341 -2.1708 -2.2845 1.01 0.32 -0.02 -0.48
H -1.3089 -1.8899 2.3273 0.08 -0.08 -0.03 0.29
C -2.3590 0.6206 -2.5765 -0.19 -0.14 -0.35 0.19
H -2.1856 -1.9977 3.8580 0.00 -0.12 0.09 0.40
C -1.7598 1.8235 1.8247 0.03 -0.25 0.13 0.35
C 0.8811 -3.6278 -2.0075 0.13 -0.05 0.03 -1.27
H -3.1740 3.8896 4.1391 -0.06 0.07 0.09 0.42
C 2.0688 -1.4041 -2.4241 -0.49 0.08 -0.01 1.04
H -0.6591 4.1270 4.0912 0.00 0.07 0.09 0.43
H -3.9728 2.6631 3.1495 -0.12 -0.02 -0.01 0.35
H 5.9288 0.0178 -0.6208 0.03 0.08 0.06 0.30
C -0.6142 3.5411 3.1764 -0.09 -0.18 0.07 -1.64
H -0.9471 -0.7552 3.6347 0.08 0.02 0.03 0.28
H 7.2665 -1.0518 -1.0733 0.13 0.00 0.03 0.38
C -3.1232 3.3416 3.2012 0.12 -0.15 0.14 -1.40
C -2.8073 -0.3661 2.5998 0.00 -0.35 0.40 -0.83
C 3.4656 -1.8019 -2.3428 -0.05 -0.39 0.03 0.43
H -3.2622 0.2072 3.4108 -0.04 -0.05 -0.13 0.37
C 6.1867 -0.9345 -1.0780 -0.29 -0.01 -0.29 -1.09
C 5.6743 -0.9859 -2.5103 0.55 -0.25 0.12 -0.29
S 1.6446 0.2570 -2.7370 -0.62 -0.33 0.13 -0.24
H 0.4650 -4.1468 -2.8700 -0.04 -0.07 -0.05 0.27
H 0.2222 -3.8092 -1.1606 -0.06 -0.03 0.06 0.29
H -3.1967 4.0476 2.3781 -0.02 0.07 -0.09 0.32
H -0.6958 1.6423 -3.0410 -0.19 -0.14 0.11 0.23
H -3.5859 -0.9417 2.0898 -0.01 0.17 0.11 0.43
N -1.0109 0.6965 -2.8573 0.14 0.45 -0.61 -0.01
H -2.5319 -1.5127 -2.7562 -0.02 0.05 0.07 0.41
C -1.7406 -1.3130 3.1418 -0.21 0.15 -0.04 -0.96
O -3.0761 1.5657 -2.7879 -0.06 0.02 0.00 -0.62
O 3.8610 -2.9218 -2.1140 0.14 0.12 -0.01 -0.65
H 5.8886 -1.9639 -2.9541 -0.01 0.21 0.00 0.32
H -3.9928 -0.6583 -2.1459 0.20 0.14 -0.14 0.45
N -0.2251 -1.4892 -2.4274 -0.71 -0.11 -0.22 -0.18
C -2.0277 0.3123 0.3195 -0.11 -0.01 0.01 0.30
N -1.3075 2.2838 0.6932 0.18 0.92 0.74 -1.10
H 0.3249 2.9940 3.1550 0.12 0.01 -0.02 0.37
N -2.2501 0.5557 1.6464 0.14 0.45 -0.64 0.36
H -0.6386 4.2079 2.3199 0.04 0.09 -0.06 0.34
H 1.8762 -4.0079 -1.8022 -0.05 -0.09 0.01 0.35
C -2.9032 -0.7094 -2.1206 -0.43 -0.10 0.43 -0.49
H 5.7422 -1.7388 -0.4966 0.02 -0.04 0.06 0.30
N -1.4619 1.3411 -0.2479 -0.04 -0.71 -0.23 0.19
H -1.7336 1.8674 3.9408 0.00 0.03 -0.05 0.22
C -1.7972 2.5781 3.1086 -0.06 0.20 0.03 0.69
```
Positions in Å, forces in eV/Å.

As for the energy above the lowest of the compared OMol25 structures with the same formula, charge and spin: 1.4 kcal/mol. The molar mass is 397.526 g mol⁻¹. As for the SMILES: CCOC(=O)c1sc(NC(=O)CSc2nnc(C(C)C)n2CC)nc1C. The value obtained for the orbital gap is 8.81 eV. The value obtained for the LUMO energy is 0.45 eV. Its HOMO energy is -8.353 eV. As for the total energy: -52229.6732 eV.

Record 5
Below is one molecule with the formula C16H23N5O5 in a non-equilibrium geometry, with properties calculated with the ωB97M-V functional and the def2-TZVPD basis.

Structure (XYZ):
```
49
Properties=species:S:1:pos:R:3:forces:R:3:mulliken_charge:R:1
C 5.4275 -1.5972 -0.2436 0.22 -0.22 -0.03 -1.18
H 3.1056 3.2619 -1.3094 0.03 0.05 0.01 0.32
C -3.4867 -2.9599 -0.9771 0.40 -0.05 0.19 -0.85
H -0.9581 1.0878 -1.2650 -0.01 -0.05 -0.11 0.43
C -0.5943 -1.9838 0.0124 0.22 0.31 0.26 0.91
C -3.3724 0.7091 0.9846 -0.22 0.23 -0.06 -0.66
H -1.5188 -3.5861 -1.6200 -0.08 -0.08 0.17 0.31
H -3.3729 0.5168 2.0595 -0.03 -0.04 0.02 0.46
O -0.3650 -1.6024 -1.1005 0.01 0.00 -0.15 -0.57
H -1.2111 1.1261 2.3370 -0.02 0.09 -0.04 0.52
N -2.0081 0.6541 0.4832 0.05 -0.07 0.12 0.47
H 5.0841 -2.5923 0.0291 0.06 0.11 -0.03 0.37
N 4.3139 -0.6823 -0.0536 0.15 -0.20 -0.04 -0.04
C 0.3422 1.0179 0.9009 0.11 -0.15 0.14 0.54
H -2.2615 -4.6457 -0.3822 0.07 0.13 -0.04 0.34
O 3.0025 -2.3908 0.7297 -0.09 -0.15 0.01 -0.70
C -4.0613 2.0462 0.6845 0.04 -0.24 0.21 -0.53
O -4.0413 2.3239 -0.6983 -0.09 -0.05 -0.05 -0.43
C 4.5857 0.6413 -0.3771 -0.12 0.26 0.01 0.70
C -1.0449 1.3945 1.2873 -0.17 0.01 -0.03 -1.37
C 2.3581 1.1296 0.2458 -0.61 -1.31 0.42 1.26
H -3.5670 2.8597 1.2389 -0.07 -0.02 -0.03 0.31
H -2.8006 2.5317 -2.2665 0.11 0.03 0.05 0.38
H 0.8133 -2.2096 1.5958 -0.17 0.14 0.03 0.60
N 0.8130 -0.2474 0.9791 0.16 0.32 -0.02 0.12
C 2.1178 -0.2011 0.5452 0.33 0.78 -0.24 -0.07
H -1.1215 2.4871 1.1964 0.06 -0.10 0.10 0.30
H -4.0796 -2.9478 -0.0658 -0.10 0.00 0.05 0.25
H -3.9283 -0.0902 0.4849 -0.07 0.02 0.07 0.15
H -3.3451 -1.9387 -1.3214 -0.03 0.09 -0.05 0.08
C -1.9920 1.0303 -0.9250 -0.17 0.23 -0.22 -0.61
O -1.4393 -2.9539 0.3428 -0.11 -0.13 0.37 -0.36
N 1.2536 1.8744 0.4750 0.15 0.46 -0.15 -0.80
C 3.7816 2.9523 -0.5126 0.11 0.26 -0.08 -1.09
C 3.1190 -1.2145 0.4342 -0.27 0.17 0.10 0.47
H 6.2652 -1.2977 0.3857 -0.02 -0.03 -0.06 0.33
C -2.1383 -3.6140 -0.7185 -0.21 -0.13 -0.47 -0.34
H -2.4924 0.2317 -1.4794 0.07 0.04 -0.07 0.21
N 3.5670 1.5558 -0.2044 0.12 0.01 -0.04 -0.02
C -2.7170 2.3532 -1.1938 0.28 -0.18 -0.03 -0.70
H 5.7488 -1.5751 -1.2844 0.02 -0.01 0.06 0.33
H 3.5845 3.5562 0.3726 0.01 0.03 -0.04 0.32
O 5.6778 0.9720 -0.7848 0.31 -0.01 -0.11 -0.67
C 0.0945 -1.4498 1.2692 -0.33 -0.51 -0.13 -1.41
H -2.1659 3.1891 -0.7367 -0.05 0.00 -0.06 0.35
H -4.0209 -3.5172 -1.7412 -0.09 -0.05 -0.09 0.44
H -5.1136 2.0108 0.9717 0.08 0.02 0.09 0.41
H -0.6537 -1.2834 2.0451 0.09 -0.03 -0.06 0.33
H 4.8161 3.0675 -0.8293 -0.14 0.01 0.04 0.39
```
Positions in Å, forces in eV/Å.

As for the energy above the lowest of the compared OMol25 structures with the same formula, charge and spin: 0.0 kcal/mol. The molar mass is 365.390 g mol⁻¹. As for the SMILES: CCOC(=O)Cn1c(CN2CCOCC2)nc2c1c(=O)n(C)c(=O)n2C. The value obtained for the orbital gap is 8.95 eV. The value obtained for the LUMO energy is 0.64 eV. Its HOMO energy is -8.315 eV. As for the total energy: -34654.9313 eV.